No. 1
42
Properties=species:S:1:pos:R:3:forces:R:3 method="wB97M-V/def2-TZVPD" relative_energy_kj_mol=98.18 lumo_ev=0.044
Tl 12.326552 4.391686 9.971901 0.372 0.677 -0.259
C 13.770119 8.702384 12.153511 -0.023 1.098 -1.242
C 12.962076 7.516756 11.739007 -0.903 1.448 1.912
N 12.995324 7.081320 10.565477 -0.517 -3.026 -1.027
N 13.828973 7.618576 9.710029 1.155 1.369 -1.762
C 14.289670 6.840626 8.731257 -0.796 -2.975 1.149
O 14.171330 5.550811 8.660705 -0.520 1.175 0.589
C 15.046776 7.450450 7.656819 0.429 1.445 -0.986
C 15.208895 8.850613 7.691481 0.385 -1.442 0.568
C 15.751164 9.535685 6.670961 0.584 1.202 -0.762
C 16.108287 8.906153 5.519567 0.694 -1.700 -1.848
C 16.090762 7.512275 5.472098 -1.057 -0.350 0.226
C 15.534188 6.763738 6.544674 0.327 0.241 -1.141
C 11.994024 6.862349 12.679168 1.027 -0.030 -0.295
C 11.350872 7.523794 13.728200 0.275 0.734 -1.263
C 10.440059 6.869478 14.497590 -0.781 -0.554 1.136
C 10.242343 5.500462 14.310173 1.470 1.187 -1.053
C 10.983513 4.925091 13.258100 -0.923 -1.832 1.120
N 11.842237 5.543367 12.480521 -0.328 0.888 0.026
H 13.888159 8.738346 13.205153 0.342 0.057 1.067
H 13.357422 9.705222 11.824050 -0.015 -1.126 0.254
H 14.723377 8.663266 11.610302 -0.075 -0.116 0.463
H 15.052002 9.360300 8.592758 -0.703 0.489 1.142
H 15.990194 10.575812 6.722495 -0.330 0.667 0.328
H 16.408452 9.433823 4.609733 0.113 0.056 0.499
H 16.334184 6.976091 4.544334 0.113 0.318 0.499
H 15.462023 5.679927 6.359354 -0.156 0.631 0.740
H 11.435503 8.593302 13.824051 0.347 0.187 0.034
H 9.893947 7.424776 15.283580 0.364 -0.472 -0.487
H 9.678524 4.986047 15.037373 -0.737 -0.931 0.185
H 10.920047 3.833799 13.065887 -0.170 0.679 0.242
Br 10.808159 6.455539 7.319192 0.839 -0.617 -1.800
C 10.325469 7.357908 8.818405 -0.953 -1.178 1.732
C 10.671424 8.658715 9.061254 2.157 1.381 -0.314
C 10.274530 9.168124 10.270058 -0.351 -0.401 0.366
C 9.563945 8.375906 11.172193 -0.739 2.218 0.565
C 9.194969 7.114834 10.815099 1.740 0.546 -2.000
N 9.634567 6.573633 9.662140 -0.340 0.738 0.013
H 11.487221 9.246629 8.517531 -1.681 -1.093 0.153
H 10.513299 10.189411 10.474082 0.166 0.420 0.430
H 9.184850 8.873256 12.084067 0.278 -0.641 -0.451
H 8.573306 6.539239 11.402345 -1.080 -1.364 1.254

***

No. 2
12
Properties=species:S:1:pos:R:3:forces:R:3 method="wB97M-V/def2-TZVPD" relative_energy_kj_mol=379.60 lumo_ev=0.562 smiles="OC=C=CCO"
O 1.491617 -1.495086 -0.995946 0.103 -0.454 0.245
C 0.087800 -1.318120 -1.009055 -0.473 -0.438 -0.531
C -0.344877 -0.408159 0.043931 0.543 -0.237 -0.160
C -0.726016 0.826123 -0.204816 0.771 -0.216 0.941
C -0.780389 1.626040 0.851907 -0.848 1.527 -0.854
O 0.198803 2.428136 1.243556 -0.041 0.347 0.300
H 1.696656 -1.881350 -0.140301 0.333 -0.069 0.046
H -0.493817 -2.224824 -0.855480 0.309 -0.761 -0.499
H -0.129541 -0.870859 -1.968709 -0.249 -0.107 -0.263
H -1.744679 1.697380 1.317032 -0.115 0.769 1.000
H -0.214764 -0.751258 1.085836 0.092 -0.048 -0.435
H 0.959207 2.371977 0.632045 -0.424 -0.315 0.210

***

No. 3
18
Properties=species:S:1:pos:R:3:forces:R:3 method="wB97M-V/def2-TZVPD" s2=2.0069 relative_energy_kj_mol=260.49 multiplicity=3 lumo_ev="0.380 / -1.954"
C -1.776419 0.778328 -0.067481 1.977 -3.079 -0.631
C -1.751049 -0.720995 0.266782 -0.871 -0.267 -4.279
C 0.503124 0.120887 -0.386299 2.353 0.905 1.025
C 1.281447 0.020537 1.011554 1.089 -0.215 -1.946
N -0.460819 1.126009 -0.512660 -1.297 0.876 -0.664
N -0.377967 -1.047850 -0.504129 -1.937 -2.503 -1.539
O -0.177487 2.505600 -0.430694 1.316 -1.081 -0.015
O -2.595659 1.631582 0.099705 -2.786 2.478 1.291
O -2.724889 -1.491495 -0.475184 1.796 0.364 2.147
O 1.343461 0.141385 -1.511074 -0.220 -0.100 -0.469
H 2.284775 -0.553783 0.832613 -2.072 0.788 0.643
H 0.540372 -0.442552 1.663263 0.482 -0.373 0.255
H 1.512425 1.005420 1.450590 -0.102 -0.300 -0.607
H -0.060189 -2.040999 -0.328348 0.283 1.480 0.530
H -0.620938 -1.124532 -1.578513 -0.147 0.417 2.264
H -0.841186 2.831682 0.179825 -0.664 0.158 0.424
H -3.288306 -0.894915 -1.007354 -0.073 0.559 0.170
H 0.776719 0.396820 -2.299727 0.873 -0.107 1.402

***

No. 4
8
Properties=species:S:1:pos:R:3:forces:R:3 method="wB97M-V/def2-TZVPD" relative_energy_kj_mol=363.23 lumo_ev="-0.362 / -0.029"
C 0.164778 0.301601 0.395599 -2.020 -1.536 1.811
C 0.123646 0.098082 -1.116044 0.446 0.814 2.623
N 1.271298 -0.614414 0.619272 2.273 2.727 -1.122
F 1.064189 -1.892194 0.913370 -1.828 -1.107 0.370
Br 1.375247 0.795659 -2.225296 0.620 0.741 -0.647
H 0.363318 1.269685 0.924897 0.385 -0.606 -1.301
H -0.771784 -0.053717 0.961277 0.871 0.258 -1.293
H -0.240554 -0.823022 -1.439414 -0.747 -1.291 -0.441

***

No. 5
40
Properties=species:S:1:pos:R:3:forces:R:3 method="wB97M-V/def2-TZVPD" relative_energy_kj_mol=153.74 lumo_ev="-2.969 / -3.043"
Au 0.373625 2.005274 1.750222 -0.507 0.242 -0.182
C 1.359371 -5.547823 -0.078850 0.026 0.061 0.003
C 1.549592 -4.054040 -0.077203 -0.004 -0.075 -0.046
C 2.210999 -3.423766 -1.127344 0.007 -0.004 -0.004
C 2.417500 -2.052458 -1.119610 -0.062 0.005 0.102
C 1.949317 -1.312859 -0.043420 0.069 -0.082 -0.054
C 1.283599 -1.914736 1.018835 0.038 0.011 -0.034
C 1.088003 -3.282103 0.988959 -0.022 -0.031 0.053
S 2.182303 0.423567 -0.019632 -0.244 0.025 0.136
O 2.698910 0.814820 1.273316 -0.017 -0.050 -0.066
O 2.861922 0.817732 -1.213296 -0.020 -0.013 -0.173
N 0.662313 1.038462 0.030110 0.318 -0.054 -0.091
C -0.215379 1.200688 -1.039075 0.044 0.016 0.410
C -0.095570 0.667801 -2.294956 0.109 -0.140 -0.113
C -1.083235 0.921573 -3.269752 0.083 -0.067 -0.041
C -2.183723 1.681905 -3.001921 -0.035 -0.007 -0.053
C -2.330077 2.254201 -1.720092 -0.003 0.109 0.112
C -3.422637 3.064124 -1.335620 -0.038 -0.016 -0.067
C -3.483422 3.595624 -0.080147 -0.039 0.010 0.062
C -2.434677 3.341565 0.820562 0.109 -0.017 0.074
N -1.413432 2.590230 0.487114 0.358 0.227 -0.044
C -1.334679 2.024296 -0.753860 -0.141 0.101 0.084
H 1.239706 -5.928800 -1.092979 -0.004 0.004 0.018
H 0.487609 -5.837094 0.507434 0.012 0.010 -0.018
H 2.230763 -6.040824 0.358421 -0.016 0.007 -0.005
H 2.572201 -4.013194 -1.961948 -0.006 0.007 0.016
H 2.937783 -1.552205 -1.925607 -0.002 -0.027 0.003
H 0.931213 -1.322024 1.855437 0.014 -0.013 -0.006
H 0.570435 -3.763561 1.810327 0.010 0.013 -0.016
H 0.769203 0.066031 -2.540424 -0.068 0.004 -0.038
H -0.958213 0.490658 -4.254448 0.014 -0.011 0.014
H -2.942217 1.854981 -3.754517 0.004 -0.005 0.027
H -4.212470 3.254900 -2.052494 0.019 0.007 0.003
H -4.309976 4.217811 0.231823 0.008 -0.023 0.013
H -2.427773 3.756324 1.821735 0.012 0.024 -0.026
O 1.295112 1.679704 5.201356 0.060 0.115 0.003
S 0.098564 1.984803 4.490431 -0.175 -0.350 0.180
O -1.060963 2.354145 5.236145 -0.079 -0.028 -0.048
O 0.374886 3.090095 3.402040 -0.201 0.105 -0.247
O -0.236485 0.854173 3.472929 0.373 -0.092 0.054

***

No. 6
19
Properties=species:S:1:pos:R:3:forces:R:3 method="wB97M-V/def2-TZVPD" relative_energy_kj_mol=62.46 total_charge=+1 lumo_ev=-3.233
Li 0.066380 -0.229370 0.109018 0.427 0.264 -0.041
O -0.532830 1.065273 -1.824352 0.181 -1.454 0.429
H -0.739272 1.949898 -2.032240 -0.008 1.928 -0.416
H -1.349493 0.622446 -2.061282 -0.027 -0.396 -0.174
O 0.539010 -1.391348 1.838678 -0.193 -0.716 0.496
H 1.220949 -2.011509 2.185501 -0.642 0.721 -0.502
H -0.305948 -1.737877 2.183980 0.600 0.145 -0.120
O 2.337911 0.158019 -0.040602 -0.993 -1.491 -1.686
H 2.945313 0.218592 -0.800008 -0.100 0.469 1.104
H 2.573920 0.638425 0.732097 0.855 0.862 0.455
O 0.288022 1.909503 0.889721 0.918 -1.035 -0.881
H 0.005034 2.264181 1.693092 0.101 0.646 2.932
H -0.441822 2.242809 0.408673 -1.057 0.275 -1.928
O 0.059027 -1.710972 -1.365261 0.428 0.910 0.828
H 0.966035 -1.846451 -1.647073 0.112 -0.103 -0.131
H -0.475437 -2.333095 -1.827341 -0.536 -0.793 -0.534
O -2.013843 0.109004 0.447020 2.362 0.637 1.145
H -2.494101 0.288104 1.239735 -0.372 0.255 1.034
H -2.648855 -0.205632 -0.129357 -2.055 -1.123 -2.008